1.
A structure of composition C25H35AuNO3S2Si. Source: the Open Molecules 2025 dataset; level of theory: ωB97M-V/def2-TZVPD.

Last column: Löwdin charge in e.
Atoms and positions in Å:
Au1 0.5639 -2.0773 0.2228  0.957
S1 -0.2368 -1.4952 -1.7633  0.401
S2 2.3318 -3.3550 4.1583  1.190
Si1 -0.4923 0.5867 -1.1694  -0.113
O1 -0.7160 0.4737 0.4397  -0.215
O2 0.8871 1.3804 -1.4408  -0.148
O3 -1.7256 1.2463 -1.9624  -0.138
N1 0.8991 -2.7261 2.1565  -0.080
C1 -1.5081 -4.0462 5.2406  -0.055
C2 1.4305 2.0305 -2.6167  -0.626
C3 -2.9833 0.8594 -2.5627  -0.631
C4 -3.7424 -0.0481 -1.6052  -0.023
C5 3.1256 -2.3128 1.5994  -0.230
C6 -2.1446 2.2595 1.2415  -0.017
C7 2.1417 -2.7751 2.5657  -0.522
C8 5.2891 -1.7071 0.7692  -0.045
C9 4.4952 -2.2134 1.7895  -0.011
C10 0.6805 3.3339 -2.8473  -0.014
C11 1.3101 1.1041 -3.8172  -0.029
C12 -0.8698 1.4690 1.4864  -0.623
C13 0.6047 -3.5441 4.2931  -0.432
C14 -1.4020 -3.1990 2.9730  -0.018
C15 2.8896 2.2989 -2.2844  -0.018
C16 3.3418 -1.3908 -0.6373  -0.070
C17 -0.0164 -3.1527 3.1053  -0.293
C18 -0.1362 -3.9985 5.3798  -0.063
C19 -2.7002 0.1625 -3.8837  -0.028
C20 2.5737 -1.9043 0.3803  -0.178
C21 0.3500 2.3771 1.5089  -0.020
C22 -3.7400 2.1581 -2.7892  -0.018
C23 -2.1332 -3.6499 4.0511  -0.052
C24 -0.9667 0.6656 2.7751  -0.027
C25 4.7188 -1.2971 -0.4245  -0.041
H1 -1.8169 -0.0179 2.7321  0.085
H2 0.2809 3.0672 2.3508  0.097
H3 3.4154 1.3607 -2.0991  0.071
H4 -0.3705 3.1451 -3.0632  0.077
H5 -3.6362 -0.0750 -4.3903  0.098
H6 -2.0905 2.8090 0.3009  0.087
H7 -1.8843 -2.8882 2.0544  0.110
H8 6.3579 -1.6281 0.9105  0.119
H9 2.9638 2.9206 -1.3918  0.093
H10 0.3442 -4.3028 6.2993  0.119
H11 0.2634 0.8956 -4.0481  0.069
H12 -3.9298 2.6583 -1.8389  0.088
H13 1.7585 1.5685 -4.6961  0.100
H14 -3.2110 -3.6997 3.9791  0.116
H15 -1.0999 1.3273 3.6311  0.096
H16 4.9398 -2.5245 2.7268  0.121
H17 -2.2961 2.9764 2.0495  0.098
H18 -3.1596 2.8275 -3.4246  0.089
H19 -2.1545 -0.7708 -3.7328  0.057
H20 -2.1162 0.8120 -4.5369  0.088
H21 1.2625 1.7884 1.6142  0.093
H22 -4.6958 1.9610 -3.2750  0.095
H23 0.7477 3.9710 -1.9642  0.092
H24 -4.7203 -0.2977 -2.0184  0.098
H25 1.1187 3.8710 -3.6895  0.097
H26 0.4236 2.9607 0.5916  0.079
H27 -3.2001 -0.9803 -1.4365  0.066
H28 -3.0079 1.5935 1.2086  0.085
H29 -0.0514 0.0884 2.9261  0.076
H30 -2.1130 -4.3950 6.0660  0.116
H31 1.8211 0.1582 -3.6305  0.076
H32 3.3813 2.8140 -3.1099  0.096
H33 2.9025 -1.0640 -1.5675  0.087
H34 -3.8920 0.4539 -0.6487  0.079
H35 5.3450 -0.8971 -1.2109  0.119

Calculated values
LUMO energy (eV): -4.781
Charge: +1
Maximum force (eV/Å): 0.4
Energy (eV): -67365.8573
HOMO-LUMO gap (eV): 7.24
Energy above the lowest of the compared OMol25 structures with the same formula, charge and spin (kJ/mol): 0.0
HOMO energy (eV): -12.0



2.
A structure of composition C25H35CuGeN7O2S2Se. Source: the Open Molecules 2025 dataset; level of theory: ωB97M-V/def2-TZVPD.

Last column: Löwdin charge in e.
Atoms and positions in Å:
Se1 2.9983 0.1756 -0.5849  0.889
Ge1 5.2420 -1.1664 1.3896  0.753
Cu1 -0.2615 0.2809 -0.3739  0.103
S1 -1.0758 2.6742 -0.7862  0.697
S2 -0.6169 0.8250 2.9001  0.592
O1 -0.5899 0.0198 4.0929  -0.310
O2 0.4486 1.7876 2.7682  -0.332
N1 -2.2554 -1.5316 2.4776  0.109
N2 -0.8662 -2.2200 0.6812  0.120
N3 -0.6283 -0.0866 1.5393  -0.149
N4 -5.6458 4.0124 2.8051  0.083
N5 -4.9887 -1.8437 -6.5258  0.108
N6 -2.7320 2.5462 -2.8484  0.106
N7 -3.4497 1.5660 -0.8893  -0.027
C1 -2.1276 1.7720 2.8856  -0.289
C2 -2.1457 -0.3824 -5.0981  -0.072
C3 -4.6355 0.9954 -1.4968  -0.061
C4 -3.0047 -2.0936 -3.6329  -0.064
C5 -1.9740 -1.8584 -2.7581  -0.051
C6 -4.1500 -1.6261 -5.7626  -0.239
C7 4.6448 -0.3184 3.0635  -0.219
C8 -1.2609 -1.2992 1.5902  -0.454
C9 -1.1066 -0.1631 -4.2276  -0.070
C10 -2.1126 3.0587 2.3722  -0.107
C11 -4.4618 3.2765 2.8636  -0.336
C12 0.1412 -0.6823 -2.1317  -0.221
C13 2.7808 1.7066 0.5800  -0.399
C14 -4.4606 1.9807 3.3842  -0.042
C15 4.9213 -0.0669 -0.2231  -0.620
C16 -2.3920 -3.7657 1.6600  -0.079
C17 4.3223 -2.8895 1.1514  -0.225
C18 -3.1188 -1.3615 -4.8300  -0.285
C19 -1.4143 -3.4175 0.7382  -0.161
C20 -2.4821 2.2006 -1.5626  -0.879
C21 -3.2970 1.2314 3.3995  -0.070
C22 -3.2765 3.8060 2.3528  -0.038
C23 7.2058 -1.4598 1.5041  -0.236
C24 -0.9659 -0.8908 -3.0165  -0.312
C25 -2.7835 -2.7422 2.5066  -0.148
H1 -3.1877 1.2626 0.0364  0.112
H2 -3.5739 -2.8958 3.2382  0.103
H3 5.1309 0.6454 3.2166  0.017
H4 5.3667 0.9261 -0.1580  0.008
H5 7.4491 -2.0926 2.3593  0.006
H6 -0.3502 0.5770 -4.4650  0.108
H7 -2.8247 -4.7541 1.7067  0.085
H8 3.2753 1.5146 1.5280  0.005
H9 -1.9194 2.8983 -3.3245  0.083
H10 3.2511 -2.7113 1.0537  0.007
H11 4.8941 -0.9661 3.9052  0.015
H12 1.7221 1.8374 0.7657  -0.026
H13 -2.2141 0.1845 -6.0206  0.108
H14 4.6674 -3.3962 0.2494  0.015
H15 -3.7425 -2.8569 -3.4139  0.109
H16 -5.3811 1.5740 3.7889  0.103
H17 -1.8994 -2.4250 -1.8380  0.087
H18 -4.3955 0.1133 -2.0952  0.078
H19 7.7300 -0.5107 1.6239  0.008
H20 7.5801 -1.9452 0.6020  0.007
H21 0.4689 -1.6062 -1.6528  0.035
H22 -5.1278 1.7383 -2.1263  0.084
H23 5.3413 -0.5724 -1.0934  0.001
H24 -6.3453 3.7743 3.4867  0.079
H25 -5.3260 0.7069 -0.7080  0.088
H26 -1.0547 -4.1344 0.0031  0.106
H27 -5.5229 5.0028 2.6798  0.079
H28 3.5649 -0.1672 3.0582  0.017
H29 -1.1844 3.4605 1.9960  0.080
H30 -3.2669 4.8117 1.9480  0.109
H31 4.4903 -3.5449 2.0067  0.012
H32 0.9687 -0.1685 -2.6202  0.005
H33 -3.3105 1.9300 -3.4008  0.084
H34 3.1973 2.5907 0.0999  0.024
H35 -3.2662 0.2266 3.7935  0.093

Calculated values
LUMO energy (eV): 2.499
Charge: -1
Maximum force (eV/Å): 0.8
Energy (eV): -229193.6270
HOMO-LUMO gap (eV): 6.32
Energy above the lowest of the compared OMol25 structures with the same formula, charge and spin (kJ/mol): 78.2
HOMO energy (eV): -3.8



3.
A structure of composition C25H35MoN13O4PSTe. Source: the Open Molecules 2025 dataset; level of theory: ωB97M-V/def2-TZVPD.

Last column: Löwdin charge in e.
Atoms and positions in Å:
Te1 3.4280 -2.1549 1.4843  0.509
Mo1 -0.1960 -0.8771 0.1179  1.442
S1 1.3813 0.7964 1.7708  0.764
P1 3.0672 -0.5473 -0.2170  0.138
O1 4.3303 -0.4260 -1.2127  -0.330
O2 3.1699 1.0623 0.2515  -0.499
O3 1.8263 -0.8052 -1.0884  -0.513
O4 0.8233 -1.8696 1.0680  -0.787
N1 -4.8052 3.5614 4.7647  0.191
N2 -1.7191 0.5475 1.5107  -0.019
N3 -0.1528 1.0186 -1.1785  0.047
N4 -2.2495 1.0545 -2.2474  0.139
N5 -0.9428 2.9321 -2.3139  0.153
N6 -4.0411 -0.3905 -2.3760  -0.151
N7 -1.5013 -2.2192 1.3892  -0.001
N8 -2.7069 -3.6086 2.5115  0.052
N9 -0.4542 -5.2554 -2.2787  0.110
N10 -2.3238 -4.3044 1.4303  0.149
N11 -0.1977 -2.7569 -1.0975  -0.012
N12 2.9559 2.8069 2.4904  0.078
N13 -2.1089 -1.0212 -1.1859  0.079
C1 -1.0339 1.6290 -1.8578  -0.474
C2 -0.9262 -3.7357 -0.5177  -0.181
C3 -3.3268 2.1168 3.2075  -0.206
C4 3.5654 3.3671 4.6966  -0.062
C5 -4.3757 0.0202 -3.7438  -0.026
C6 2.1934 1.7330 2.8426  -0.648
C7 -1.0435 -4.9780 -1.1198  -0.049
C8 -3.6823 1.9001 1.8856  0.009
C9 2.1287 1.4763 4.2507  -0.077
C10 -4.7264 -1.5893 -1.9114  -0.041
C11 4.6916 2.4664 -1.0742  -0.059
C12 4.4460 -1.4180 -2.2454  -0.285
C13 -2.8540 1.1182 1.0993  -0.114
C14 0.3914 -3.0283 -2.2513  -0.061
C15 -4.1499 2.9210 4.0744  -0.154
C16 -2.7738 -0.1863 -1.9037  -0.434
C17 2.7901 2.2609 5.1417  -0.046
C18 -1.4036 0.7605 2.7971  -0.196
C19 3.6234 3.6082 3.3677  -0.066
C20 -2.2222 -2.3623 2.4786  -0.098
C21 3.2829 1.9423 -0.8734  -0.336
C22 -1.5906 -3.4391 0.7678  -0.296
C23 3.9871 -0.8647 -3.5776  -0.077
C24 -2.1603 1.5255 3.6689  0.017
C25 0.2583 -4.2820 -2.8360  -0.075
H1 0.7120 1.5511 -0.9137  0.060
H2 0.7426 -4.5037 -3.7784  0.117
H3 2.9320 -0.5896 -3.5339  0.058
H4 4.1847 4.4224 2.9343  0.130
H5 -2.4025 -1.6250 3.2415  0.133
H6 -1.8383 1.6481 4.6931  0.131
H7 -2.5899 -1.8570 -0.9494  0.035
H8 3.0218 3.0153 1.5070  0.119
H9 -5.7761 -1.5224 -2.1820  0.096
H10 3.9049 -2.3301 -1.9827  0.094
H11 -2.9630 1.7469 -2.4189  0.140
H12 2.5946 2.7832 -0.6740  0.103
H13 4.1226 -1.6166 -4.3564  0.078
H14 4.0930 3.9949 5.3971  0.108
H15 5.0617 3.0015 -0.1973  0.075
H16 5.3693 1.6446 -1.2803  0.074
H17 -5.4234 -0.1988 -3.9263  0.094
H18 2.7333 2.0490 6.2015  0.114
H19 5.4996 -1.6931 -2.2920  0.122
H20 -4.5828 2.3279 1.4695  0.126
H21 -4.3094 -2.5024 -2.3512  0.105
H22 -1.6259 -5.7640 -0.6564  0.123
H23 -4.6682 -1.6598 -0.8253  0.093
H24 -0.5001 0.2760 3.1389  0.048
H25 4.5684 0.0179 -3.8460  0.078
H26 -3.7708 -0.5159 -4.4796  0.104
H27 1.5409 0.6317 4.5760  0.103
H28 -3.1317 0.9511 0.0732  0.080
H29 0.9740 -2.2338 -2.6965  0.106
H30 -0.0225 3.3280 -2.1819  0.105
H31 -1.2421 3.0571 -3.2722  0.109
H32 2.9389 1.4591 -1.7909  0.097
H33 -4.2386 1.0880 -3.8954  0.081
H34 4.7058 3.1568 -1.9207  0.083
H35 -3.2870 -4.0435 3.2099  0.168

Calculated values
LUMO energy (eV): -3.060
Charge: +1
Maximum force (eV/Å): 4.5
Energy (eV): -83322.2056
HOMO-LUMO gap (eV): 4.55
HOMO energy (eV): -7.6